C5H11NO3 | ωB97M-V/def2-TZVPD

```
20
Properties=species:S:1:pos:R:3:nbo_charge:R:1
C 1.563 0.630 -0.050 0.31
C 1.475 1.160 1.345 -0.71
O 1.470 1.507 -1.054 -0.66
H 0.628 1.999 -0.950 0.51
H 2.270 -0.164 -0.271 0.20
H 0.223 -0.478 0.467 0.26
H 2.283 1.881 1.506 0.24
H 1.564 0.363 2.084 0.24
H 0.524 1.680 1.492 0.24
C -0.117 -1.050 -1.695 -0.66
C -1.609 -1.382 0.664 0.75
C -0.395 -0.312 -0.426 -0.01
N -2.389 -0.466 1.088 -0.92
O -1.326 -2.549 0.646 -0.61
O -1.026 0.900 -0.541 -0.78
H -1.774 0.825 0.126 0.53
H -3.173 -0.825 1.625 0.39
H -1.062 -1.247 -2.204 0.23
H 0.512 -0.465 -2.372 0.22
H 0.358 -2.006 -1.478 0.23
```

The frontier orbital gap (alpha / beta) comes out at 0.299 / 0.299 Ha. Its total charge is 0. Its spin multiplicity is 1. The calculation puts the largest force on an atom at 0.592 eV Å⁻¹. As for the energy relative to the best compared isomer or geometry (same formula, charge and spin): 98.4 kcal/mol.